11
Properties=species:S:1:pos:R:3:forces:R:3:lowdin_charge:R:1 method="wB97M-V/def2-TZVPD" lumo_ev=1.009 homo_energy_ev=-8.69 gap_ha=0.3566 e_above_lowest_kcal_mol=17.8 total_charge=0
C -0.8806 0.0844 1.1461 -0.4 -2.2 -0.3 -0.0368
C -1.1185 -0.1918 -0.1399 1.3 1.9 -0.3 -0.2874
N -0.6983 0.6869 -1.1844 -0.5 -1.3 0.5 0.0141
H -1.1938 -0.7323 1.7832 0.1 0.2 0.5 0.0377
H -0.2100 0.8104 1.5668 -0.2 0.6 -0.2 0.0476
H -1.5368 -1.1096 -0.5241 -0.4 -0.1 0.3 0.0981
H -0.5653 1.6127 -0.8228 0.0 0.4 -0.1 0.0722
H -1.4049 0.6553 -1.8999 0.1 0.4 -0.4 0.0668
S 3.0713 -0.2714 0.0669 -0.5 -0.3 -0.1 0.4422
H 2.0348 -0.3018 -0.8049 0.3 0.1 0.2 -0.2353
H 2.5022 -1.2430 0.8131 0.2 0.2 -0.1 -0.2193



24
Properties=species:S:1:pos:R:3:forces:R:3:lowdin_charge:R:1 method="wB97M-V/def2-TZVPD" lumo_ev=0.259 homo_energy_ev=-7.12 gap_ha=0.2712 e_above_lowest_kcal_mol=64.6 total_charge=0
C -0.7495 -3.3256 -2.4664 0.0 0.2 0.0 -0.1209
N 0.4280 -2.9894 -1.6788 -0.2 -0.2 0.3 -0.1143
C 0.5998 -1.6009 -1.3758 -0.1 0.1 0.0 -0.1887
N 0.1289 -1.1963 -0.0061 -0.2 -0.9 -0.2 0.1516
H -0.7254 -2.7450 -3.3773 -0.1 0.1 -0.3 0.0789
H -0.7049 -4.3673 -2.7391 0.0 -0.4 -0.1 0.0766
H -1.7031 -3.1519 -1.9697 -0.2 0.1 0.2 0.0768
H 0.4178 -3.5435 -0.8350 0.4 -0.2 0.0 0.1026
H 1.6284 -1.2882 -1.4618 0.3 0.0 0.2 0.1272
H 0.0195 -1.0233 -2.0772 -0.1 0.3 -0.3 0.1241
H -0.5521 -0.4398 -0.0219 0.1 0.5 0.1 0.1331
H 0.8149 -0.7181 0.6344 -0.2 0.7 0.1 0.1069
H -0.3069 -1.9830 0.4652 0.0 -0.1 0.1 0.1479
C -0.5025 2.8734 0.4442 -0.1 -0.1 0.0 -0.1015
C -0.0874 1.9507 1.5986 0.2 0.2 0.1 -0.6562
C 0.7175 2.7794 2.6052 0.0 -0.1 0.1 -0.0994
O 0.6345 0.8669 1.1398 -0.3 -0.1 -0.1 -0.3381
H 0.3937 3.2395 -0.0600 0.0 0.0 -0.1 0.0683
H -1.1118 2.3247 -0.2819 0.1 0.0 0.0 0.0529
H -1.0883 3.7328 0.7828 0.0 0.0 0.1 0.0642
H -1.0313 1.6666 2.1201 0.1 -0.2 -0.1 0.1121
H 1.6236 3.1460 2.1193 0.1 0.0 0.0 0.0689
H 1.0019 2.1557 3.4533 0.1 0.0 0.0 0.0626
H 0.1549 3.6369 2.9882 0.0 0.0 0.0 0.0643



50
Properties=species:S:1:pos:R:3:forces:R:3:lowdin_charge:R:1 method="wB97M-V/def2-TZVPD" lumo_ev="4.177 / 4.184" homo_energy_ev="-0.49 / -0.39" gap_ha="0.1714 / 0.1680" e_above_lowest_kcal_mol=24.8 total_charge=-2
Cu 10.6512 9.7714 5.5712 -0.7 -0.5 0.0 -0.0792
S 6.8647 8.0267 6.9891 -0.1 -0.1 0.0 0.2782
C 8.1505 8.7476 6.2080 0.1 0.0 -0.6 -1.8764
S 8.6225 10.3839 6.4127 -0.2 1.2 0.8 0.3183
S 9.1927 8.0196 5.0258 0.1 -0.9 -0.1 0.3302
C 18.5463 8.7582 6.6212 0.4 -0.6 1.2 -0.0953
C 17.6364 9.7110 5.8578 -0.3 0.6 0.6 -0.5486
C 18.0189 11.1549 6.3166 -0.4 0.4 -0.9 -0.0677
C 17.8939 9.4679 4.3386 -1.3 0.9 0.4 -0.0555
C 16.2087 9.3719 6.2832 -0.3 -1.8 -1.1 -0.2480
C 14.5820 11.2722 6.1654 -0.6 1.4 0.4 -0.2507
C 13.2433 10.7869 6.7698 0.3 -1.8 -0.2 -0.7297
Br 12.1161 11.8065 7.9403 -0.2 0.6 -0.2 0.7558
C 13.8060 8.2844 7.5712 -0.4 -0.8 -0.4 -0.3609
O 12.8994 7.8886 8.3632 0.9 0.7 -1.0 -0.0352
C 14.5708 7.5252 6.6239 -2.4 -0.8 2.1 -0.1450
C 15.7600 8.0640 6.1558 1.3 1.3 -1.2 -0.0282
C 13.9852 6.1262 6.2833 0.2 0.2 -1.3 -0.5231
C 13.5883 5.2412 7.4311 -1.2 0.1 0.8 -0.0955
C 12.7291 6.4373 5.4080 -0.3 0.9 0.2 -0.0592
C 15.0143 5.1943 5.5717 -1.0 0.0 -0.7 -0.0902
H 19.5666 9.1632 6.6202 0.2 -0.4 0.0 0.0632
H 18.5118 7.7712 6.1434 0.3 0.1 0.1 0.0712
H 18.2354 8.5665 7.6983 0.3 0.6 -1.3 0.1088
H 19.0770 11.4165 6.1209 -0.4 -0.3 -0.2 0.0697
H 17.8937 11.2471 7.3913 -0.2 0.0 0.1 0.0693
H 17.3753 11.9449 5.8267 0.6 -0.8 0.4 0.0705
H 18.9475 9.3829 4.2060 1.1 0.1 -0.4 0.0469
H 17.4881 10.3231 3.7219 0.3 -1.0 0.5 0.0751
H 17.4427 8.5066 4.0390 0.0 0.5 0.0 0.0743
H 14.8453 12.3451 6.4434 -0.1 -1.0 -1.0 0.1554
H 16.3946 7.3619 5.5837 -0.1 0.4 0.4 0.0981
H 12.8018 5.6749 8.0650 0.0 -0.3 -0.5 0.0790
H 14.4283 5.1333 8.0820 0.8 -0.3 0.6 0.0684
H 13.3294 4.2527 7.0061 -0.2 0.4 0.5 0.0760
H 11.9125 6.9396 6.0007 0.9 -0.6 -0.3 0.0633
H 12.2752 5.5568 4.9671 0.0 -0.4 -0.1 0.0631
H 12.9411 7.1718 4.5969 0.2 -0.6 0.4 0.0791
H 15.8758 5.0791 6.2037 0.5 -0.1 0.4 0.0626
H 15.3357 5.6279 4.6387 0.3 0.1 -0.6 0.0577
H 14.6132 4.1549 5.3561 0.2 1.3 0.2 0.0868
N 14.9938 11.6214 3.7541 0.9 0.9 -3.6 0.0377
N 14.3309 11.0130 4.7785 -1.7 -0.6 -0.4 -0.2070
N 15.3779 10.3131 6.9268 -1.4 -0.2 0.9 0.0320
C 14.0926 9.7773 7.6134 1.1 0.2 0.3 -0.1617
N 12.4568 10.2411 5.6499 2.3 0.8 -3.9 -0.1024
N 13.1324 10.4314 4.4395 -0.2 0.6 6.2 0.1581
H 14.4088 11.5982 2.8448 1.2 0.2 2.3 0.1207
H 15.4244 12.5481 3.9398 -1.1 -0.8 0.2 0.0842
H 14.0134 10.0589 8.6725 0.3 0.1 -0.2 0.1059



28
Properties=species:S:1:pos:R:3:forces:R:3:lowdin_charge:R:1 method="wB97M-V/def2-TZVPD" lumo_ev=0.072 homo_energy_ev=-4.45 gap_ha=0.1663 total_charge=-1
N 4.1079 1.6810 -2.7252 0.0 0.0 -0.1 -0.0290
N 3.6565 0.5552 -3.4784 -0.3 0.1 0.1 -0.0965
C 2.4966 -0.1637 -2.9141 0.1 0.3 0.0 -0.2657
C 1.1651 0.2236 -3.6166 -0.2 -0.2 0.1 -0.1914
C 0.3949 1.1761 -2.7662 0.3 0.4 -0.2 -0.8134
O 0.4117 2.3655 -2.7824 -0.1 -0.3 0.0 -0.0097
I -0.8241 0.1795 -1.2484 0.0 0.0 0.1 0.8140
C 2.7458 -1.7191 -2.9415 -0.1 0.2 -0.1 -0.7142
O 3.6321 -2.0792 -2.1562 0.2 -0.1 0.2 -0.0563
O 2.0373 -2.3720 -3.7323 -0.1 -0.1 -0.1 -0.0696
H 4.5727 1.3069 -1.9070 0.0 0.0 0.0 0.0639
H 3.3226 2.2508 -2.4130 0.0 -0.1 0.1 0.0520
H 3.4026 0.9196 -4.3867 0.2 -0.1 -0.1 0.0888
H 2.4482 0.1112 -1.8547 0.0 -0.1 -0.1 0.1196
H 0.6152 -0.7051 -3.7779 0.0 0.1 0.0 0.0862
H 1.3401 0.7098 -4.5805 0.1 0.0 0.1 0.1192
C -2.7197 0.9358 3.4001 0.0 0.0 0.0 0.0275
C -2.8200 0.8226 4.7214 0.0 0.0 0.0 0.0145
C -3.0718 -0.4908 5.3658 0.0 0.0 0.0 -0.3916
O -3.1697 -0.5922 6.5710 0.0 0.0 0.0 0.0936
C -3.2004 -1.6753 4.4803 0.0 0.0 0.0 0.0150
C -3.0996 -1.5645 3.1588 0.0 0.0 0.0 0.0272
C -2.8558 -0.2486 2.5131 0.1 0.0 0.0 -0.3810
O -2.7663 -0.1429 1.3115 -0.2 0.0 0.1 0.0102
H -2.5339 1.8797 2.9036 0.0 0.0 0.0 0.1248
H -2.7239 1.6692 5.3893 0.0 0.0 0.0 0.1187
H -3.3778 -2.6216 4.9752 0.0 0.0 0.0 0.1190
H -3.1864 -2.4120 2.4909 0.0 0.0 0.0 0.1243



34
Properties=species:S:1:pos:R:3:forces:R:3:lowdin_charge:R:1 method="wB97M-V/def2-TZVPD" lumo_ev=0.048 homo_energy_ev=-10.26 gap_ha=0.3787 e_above_lowest_kcal_mol=7.0 total_charge=0
He -0.3208 0.2054 -0.1412 -0.2 0.1 -0.1 0.2020
O -0.5816 2.8086 -2.8266 0.0 0.2 0.2 -0.0375
H 0.2849 2.8888 -3.2254 0.3 0.1 -0.2 0.0512
H -0.9849 2.0660 -3.2763 -0.2 -0.3 -0.1 0.0532
O -2.7928 0.6131 2.3355 -0.8 -0.8 0.0 -0.0581
H -3.3698 1.3406 2.1030 -0.2 0.1 -0.1 0.0616
H -1.9167 0.9983 2.3543 0.9 0.7 -0.4 -0.0269
O 0.7207 2.7546 -0.2442 -0.1 0.7 0.8 -0.0785
H 1.3044 1.9976 -0.2936 0.4 -0.6 -0.1 -0.0323
H 0.2334 2.7361 -1.0679 -0.5 0.0 -0.4 -0.0127
O -2.9235 -1.5048 -0.0247 -0.2 -0.2 -0.2 -0.0375
H -2.8705 -0.9445 0.7496 0.1 0.6 0.4 0.0108
H -3.4754 -2.2381 0.2470 -0.2 -0.2 0.0 0.0601
O -0.7066 -0.9331 3.4986 0.6 -0.1 -0.1 -0.0346
H -0.9024 -1.7609 3.9375 0.0 -0.2 0.2 0.0506
H -1.5451 -0.6509 3.1334 -0.5 0.1 0.0 -0.0041
O 2.3268 0.5145 -0.3911 0.5 0.8 -0.9 -0.0637
H 3.0763 0.7677 0.1478 0.3 0.1 0.1 0.0766
H 1.8925 -0.1753 0.1108 -0.4 -0.7 0.5 -0.0354
O 1.2164 -1.2037 1.1639 0.1 -0.6 0.0 -0.0627
H 0.8422 -0.7735 1.9328 -0.5 0.3 0.6 0.0354
H 1.2912 -2.1239 1.4164 0.2 -0.3 0.1 0.0783
O 3.5593 -1.1987 -2.4129 0.2 -0.1 -0.5 -0.0508
H 3.4805 -2.0037 -1.9010 0.0 -0.2 0.0 0.0388
H 3.0881 -0.5416 -1.9007 -0.1 0.5 0.5 -0.0168
O 0.7520 -1.4756 -3.6917 -0.2 0.2 -0.5 -0.0639
H 1.5496 -1.0125 -3.4357 0.4 -0.1 0.0 -0.0092
H 0.3712 -1.7726 -2.8652 -0.4 -0.2 0.5 -0.0193
O -0.4957 2.0460 2.3319 -0.2 -0.3 0.6 -0.0446
H -0.0896 2.5547 1.6301 0.4 0.2 -1.1 0.0168
H -0.9507 2.6961 2.8671 0.1 0.3 0.3 0.0593
O -0.5688 -2.3976 -1.0832 0.8 -0.5 -0.6 -0.0683
H -1.4572 -2.1272 -0.8516 -0.6 0.3 0.2 -0.0207
H -0.0375 -2.1497 -0.3266 0.1 0.3 0.2 -0.0172



21
Properties=species:S:1:pos:R:3:forces:R:3:lowdin_charge:R:1 method="wB97M-V/def2-TZVPD" lumo_ev=0.689 homo_energy_ev=-9.06 gap_ha=0.3584 e_above_lowest_kcal_mol=67.6 total_charge=0
C -2.3166 0.4645 1.1619 -0.5 2.3 0.0 -0.2710
Si -1.3478 -0.8611 0.2978 3.1 1.0 -0.9 0.2743
C -1.4345 -0.9531 -1.6507 -2.9 0.9 3.0 -0.1754
Cl -2.0730 -2.4452 1.3549 0.3 -0.9 -0.2 0.3285
C 0.8644 -0.5120 0.3842 -2.4 -0.6 0.2 -0.2085
C 1.3320 0.7869 0.5225 -1.1 0.3 0.6 -0.1466
C 2.6364 1.1590 0.7613 0.3 -0.6 -2.2 -0.0994
C 3.5856 0.1641 0.5570 0.8 -1.8 1.3 -0.0780
C 3.1829 -1.1609 0.2269 -0.2 1.1 0.7 -0.1093
C 1.8396 -1.4931 0.1864 -0.3 1.8 -0.2 -0.7402
Cl 1.3730 -3.0268 -0.3522 -0.3 -1.4 -0.1 0.7115
H -1.9893 1.4687 0.8107 0.3 -0.4 0.4 0.0303
H -3.3432 0.5344 0.8129 -0.4 -0.7 -0.6 0.0223
H -2.5216 0.5706 2.2559 1.0 -0.7 -0.7 0.0512
H -0.7181 -1.6281 -1.9593 1.5 -1.1 -1.0 -0.0258
H -2.4447 -1.3132 -1.8236 -0.1 -0.6 -0.4 0.0201
H -1.4710 0.0237 -2.0906 0.7 0.6 -0.2 0.0261
H 0.6408 1.6065 0.4714 -0.6 0.2 0.2 0.0863
H 2.8334 2.2122 0.6096 0.5 0.1 0.9 0.1045
H 4.6239 0.2532 0.9234 -0.4 0.4 -0.9 0.1085
H 3.8488 -1.9811 0.0454 0.7 0.1 0.1 0.0905